No. 1
# C5H7Cl2FN2O2S2

A single C5H7Cl2FN2O2S2 molecule at a distorted geometry (the ωB97M-V functional and the def2-TZVPD basis, the Open Molecules 2025 dataset).

The frontier orbital gap comes out at 10.53 eV. The value obtained for the LUMO energy is 0.27 eV. The calculation puts the HOMO energy at -10.2570 eV. As for the charge: 0. Its SMILES is C[C@@H](C#N)N(SC(F)(Cl)Cl)S(C)(=O)=O. The energy is -2271.25641 Eh.

Last column: Löwdin charge in e.
Positions of all 21 atoms, in Å:
C: 1.010 -2.025 -0.322  -0.0163
C: 0.586 -1.231 0.979  -0.4176
C: 1.654 -1.034 1.907  -0.2167
N: 2.386 -0.711 2.713  0.2066
N: -0.201 -0.027 0.658  -0.5011
S: -1.536 0.386 1.639  0.9190
C: -2.984 -0.092 0.562  -1.5309
F: -2.914 -1.438 0.340  -0.0960
Cl: -3.043 0.765 -0.942  0.6787
Cl: -4.373 0.358 1.549  0.6242
S: 0.746 1.384 0.268  0.5756
C: 0.272 1.766 -1.480  -0.1067
O: 2.082 0.890 0.142  -0.3067
O: 0.530 2.411 1.242  -0.3086
H: 1.884 -1.573 -0.601  0.0321
H: 0.239 -2.213 -1.089  0.0911
H: 1.228 -3.109 -0.042  0.1087
H: -0.077 -1.895 1.439  0.1099
H: 0.627 0.775 -1.972  0.1021
H: -0.774 1.872 -1.549  -0.0291
H: 0.905 2.640 -1.739  0.0816

---

No. 2
# C5H7Cl2N

A single C5H7Cl2N molecule at a distorted geometry (the ωB97M-V functional and the def2-TZVPD basis, the Open Molecules 2025 dataset).

The value obtained for the energy above the lowest of the compared OMol25 structures with the same formula, charge and spin is 1.558 eV. The frontier orbital gap comes out at 9.91 eV. The value obtained for the LUMO energy is 0.78 eV. The calculation puts the HOMO energy at -9.1289 eV. As for the charge: 0. Its SMILES is C[C@H]1NCC(Cl)=C1Cl. The energy is -1169.77480 Eh.

Last column: Löwdin charge in e.
Positions of all 15 atoms, in Å:
C: 1.629 0.383 0.843  -0.1079
C: 0.787 0.137 -0.418  -0.4372
N: 0.352 -1.300 -0.283  0.0321
C: -1.247 -1.085 -0.224  -0.2028
C: -1.588 0.275 -0.284  -0.7157
Cl: -3.229 0.710 0.212  0.6738
C: -0.490 0.967 -0.411  -0.6972
Cl: -0.166 2.622 -0.283  0.7411
H: 1.673 1.534 1.109  0.0591
H: 2.737 0.032 0.681  0.1083
H: 0.902 0.025 1.730  0.1262
H: 1.438 0.315 -1.210  0.1070
H: 0.551 -1.752 -1.160  0.0814
H: -1.599 -1.374 0.782  0.1182
H: -1.750 -1.488 -1.086  0.1138

---

No. 3
# C5H7Cl2OP

A single C5H7Cl2OP molecule at a distorted geometry (the ωB97M-V functional and the def2-TZVPD basis, the Open Molecules 2025 dataset).

The value obtained for the energy above the lowest of the compared OMol25 structures with the same formula, charge and spin is 2.009 eV. The frontier orbital gap comes out at 8.82 eV. The value obtained for the LUMO energy is -1.11 eV. The calculation puts the HOMO energy at -9.9251 eV. As for the charge: 0. Its SMILES is C[P@](=O)(Cl)C1=C(Cl)CC1. The energy is -1531.63596 Eh.

Last column: Löwdin charge in e.
Positions of all 16 atoms, in Å:
C: 1.555 0.989 1.637  -0.2673
P: 1.588 -0.093 0.151  0.5155
O: 1.824 -1.546 0.314  -0.3971
Cl: 3.664 0.602 -0.490  0.1281
C: -0.272 -0.036 -0.362  -0.2937
C: -1.431 0.650 -0.401  -0.7045
Cl: -1.802 2.288 -0.009  0.6798
C: -2.202 -0.476 -0.975  -0.1403
C: -0.864 -1.302 -0.933  -0.1649
H: 0.480 1.161 2.044  0.0686
H: 2.074 0.509 2.506  0.0629
H: 1.943 1.984 1.345  0.0313
H: -2.968 -0.792 -0.338  0.0943
H: -2.438 -0.041 -1.974  0.1375
H: -0.610 -2.300 -0.513  0.1141
H: -0.543 -1.597 -2.003  0.1356

---

No. 4
# C5H7ClN2

A single C5H7ClN2 molecule at a distorted geometry (the ωB97M-V functional and the def2-TZVPD basis, the Open Molecules 2025 dataset).

The value obtained for the energy above the lowest of the compared OMol25 structures with the same formula, charge and spin is 6.008 eV. The frontier orbital gap comes out at 10.62 eV. The value obtained for the LUMO energy is 0.96 eV. The calculation puts the HOMO energy at -9.6534 eV. As for the charge: 0. Its SMILES is C=NN1C[C@@H]1C(=C)Cl. The energy is -764.21171 Eh.

Last column: Löwdin charge in e.
Positions of all 15 atoms, in Å:
C: 1.099 0.462 -2.773  -0.0339
N: 0.885 -0.367 -1.796  -0.0154
N: 0.179 0.354 -0.632  -0.0658
C: -0.910 -0.675 -0.386  -0.1111
C: 0.265 -0.547 0.554  -0.3565
C: 0.048 0.277 1.776  -0.7963
C: -0.883 0.162 2.723  -0.0385
Cl: 1.377 1.404 1.913  0.6240
H: 1.690 0.349 -3.614  0.0259
H: 0.843 1.606 -2.712  0.1042
H: -0.925 -1.483 -1.090  0.0835
H: -1.910 -0.262 -0.193  0.1087
H: 1.120 -1.300 0.376  0.1655
H: -1.447 0.867 3.706  0.1749
H: -1.431 -0.847 2.148  0.1307

---

No. 5
# C5H7ClO

2 unconnected molecules or ions with the total composition C5H7ClO at a distorted geometry (the ωB97M-V functional and the def2-TZVPD basis, the Open Molecules 2025 dataset).

The value obtained for the energy above the lowest of the compared OMol25 structures with the same formula, charge and spin is 6.744 eV. The frontier orbital gap comes out at 6.97 eV. The value obtained for the LUMO energy is -0.63 eV. The calculation puts the HOMO energy at -7.5972 eV. As for the charge: 0. The energy is -729.88594 Eh.

Last column: Löwdin charge in e.
Positions of all 14 atoms, in Å:
C: -0.152 2.548 -0.651  0.0819
C: -0.384 1.250 -1.060  -0.1359
C: -0.220 -0.070 2.110  -0.4720
C: -0.165 0.072 -0.218  -0.1239
C: 0.077 -2.337 -0.348  -0.0037
O: -0.065 -1.000 -0.923  -0.1010
Cl: 1.310 -0.759 2.630  0.3814
H: -0.381 3.347 -1.490  0.1115
H: -0.038 2.746 0.372  0.0347
H: -0.591 0.959 -2.078  0.0913
H: -0.035 1.009 2.283  -0.0914
H: -0.682 -3.019 -0.602  0.0739
H: 0.297 -2.114 0.781  0.0568
H: 1.028 -2.632 -0.808  0.0964

---

No. 6
# C5H7ClO2

A single C5H7ClO2 molecule at a distorted geometry (the ωB97M-V functional and the def2-TZVPD basis, the Open Molecules 2025 dataset).

The value obtained for the energy above the lowest of the compared OMol25 structures with the same formula, charge and spin is 0.351 eV. The frontier orbital gap comes out at 9.11 eV. The value obtained for the LUMO energy is -0.61 eV. The calculation puts the HOMO energy at -9.7163 eV. As for the charge: 0. Its SMILES is CC(=O)C(=O)[C@@H](C)Cl. The energy is -805.37504 Eh.

Last column: Löwdin charge in e.
Positions of all 15 atoms, in Å:
C: -2.839 -0.704 0.042  -0.0050
C: -1.663 0.192 -0.230  -0.3634
O: -1.848 1.339 -0.568  0.1053
C: -0.294 -0.515 0.058  -0.3694
O: -0.197 -1.571 0.607  0.1292
C: 0.859 0.450 -0.233  -0.7004
C: 0.920 1.512 0.898  -0.0980
Cl: 2.374 -0.428 -0.363  0.6604
H: -3.741 -0.113 -0.090  0.0880
H: -2.733 -1.511 -0.698  0.1034
H: -2.737 -1.090 1.056  0.0926
H: 0.579 0.987 -1.151  0.1121
H: 1.656 2.309 0.713  0.0862
H: -0.091 1.934 0.977  0.0741
H: 1.178 1.017 1.842  0.0850